ORCA calculation (wB97M-V/def2-TZVPD) on an isolated molecule of C21H28N4O3S.

```
57
Properties=species:S:1:pos:R:3:forces:R:3
C 0.692 3.220 -0.758 0.132 -0.105 0.131
C 1.393 2.761 0.514 -0.172 0.037 -0.072
C 0.451 2.696 1.704 -0.168 -0.302 0.198
S -0.877 1.463 1.456 -0.129 0.334 -0.113
C -1.815 1.728 3.007 0.388 0.021 -0.259
C -1.162 1.170 4.267 -0.134 -0.205 -0.065
C -1.221 -0.355 4.359 0.109 0.146 0.301
N -0.375 -0.977 3.372 -0.210 0.250 -0.200
C 0.499 -1.955 3.654 -0.004 0.028 -0.474
O 0.672 -2.412 4.764 0.205 -0.293 0.312
C 1.294 -2.480 2.451 0.230 -0.171 0.384
N 0.872 -1.968 1.171 0.418 0.374 -0.215
N -0.366 -2.343 0.779 -0.673 -0.450 -0.034
C -0.898 -1.906 -0.297 -0.148 -0.493 0.347
C -2.310 -2.327 -0.554 -0.091 0.206 -0.040
C -3.274 -1.205 -0.162 0.034 -0.116 -0.156
N -0.220 -1.055 -1.145 0.562 0.165 0.243
C 1.084 -0.682 -0.800 0.334 0.486 -0.653
C 1.614 0.118 -1.773 -0.080 -0.365 0.476
C 0.614 0.272 -2.762 -0.261 -0.160 0.043
C 0.608 1.007 -3.963 -0.206 -0.081 0.008
O 1.743 1.694 -4.250 -0.128 -0.332 0.425
C 1.786 2.445 -5.439 0.000 0.176 -0.274
C -0.538 0.974 -4.732 0.387 0.276 -0.172
C -1.650 0.237 -4.318 -0.101 -0.192 0.254
C -1.671 -0.482 -3.145 -0.351 -0.064 -0.158
C -0.524 -0.465 -2.353 0.197 0.449 -0.612
C 1.675 -1.108 0.456 0.068 -0.178 0.479
O 2.765 -0.751 0.866 0.021 0.143 -0.252
H 0.291 4.224 -0.633 -0.077 0.102 -0.029
H -0.128 2.548 -1.002 -0.084 0.005 -0.119
H 1.388 3.225 -1.592 0.038 0.032 -0.165
H 2.197 3.459 0.763 0.036 -0.072 0.024
H 1.843 1.779 0.359 0.106 0.030 0.060
H 0.998 2.407 2.602 0.017 0.123 0.012
H -0.043 3.656 1.866 0.062 0.035 0.052
H -1.961 2.806 3.094 -0.117 -0.019 -0.005
H -2.782 1.257 2.835 -0.093 0.057 0.034
H -1.688 1.588 5.128 0.017 0.009 0.050
H -0.120 1.492 4.327 -0.007 0.027 0.075
H -0.872 -0.693 5.338 -0.126 0.017 -0.111
H -2.258 -0.690 4.223 0.037 0.008 0.106
H -0.465 -0.621 2.430 0.208 -0.168 0.100
H 1.215 -3.570 2.459 -0.001 0.130 -0.001
H 2.343 -2.197 2.582 -0.214 -0.087 0.020
H -2.503 -3.201 0.067 0.119 0.020 -0.109
H -2.438 -2.609 -1.598 -0.018 -0.068 0.002
H -3.195 -1.012 0.905 -0.008 0.029 0.134
H -4.298 -1.493 -0.389 -0.118 0.038 -0.003
H -3.042 -0.283 -0.689 -0.045 0.131 -0.036
H 2.597 0.541 -1.782 0.224 0.076 0.099
H 1.023 3.230 -5.444 0.025 -0.049 0.004
H 1.660 1.809 -6.320 -0.009 0.021 0.049
H 2.774 2.902 -5.463 -0.087 -0.014 -0.038
H -0.599 1.517 -5.662 0.048 0.070 -0.077
H -2.528 0.238 -4.947 -0.078 -0.013 -0.030
H -2.561 -1.021 -2.874 -0.083 -0.055 0.051
```
Positions in Å, forces in eV/Å.

Properties
Maximum force   0.88 eV/A
HOMO   -0.2906 Ha
SMILES string   CCCSCCCNC(=O)Cn1nc(CC)n2c(cc3c(OC)cccc32)c1=O